Record 1
C4H7NO | ωB97M-V/def2-TZVPD

Geometry as XYZ:
```
13
Properties=species:S:1:pos:R:3:forces:R:3
C 0.3609 -1.4558 0.8048 0.10 -0.14 -0.05
C 0.5853 -0.2257 -0.0526 -0.04 -0.03 0.26
C 0.1595 0.1402 -1.4624 -0.04 0.02 -0.18
N -0.6975 0.3710 -0.3424 -0.32 0.31 0.10
C -0.9221 1.5385 0.3558 -0.07 0.29 -0.12
O -0.9843 2.6517 -0.0880 -0.15 0.12 0.00
H -0.5182 -1.1973 1.4142 0.36 -0.30 -0.02
H 1.1938 -1.6342 1.4849 0.07 -0.25 -0.21
H 0.0974 -2.3551 0.2431 0.21 0.07 0.02
H 1.3644 0.4730 0.2892 -0.39 -0.28 0.13
H 0.5980 1.0328 -1.9123 0.20 -0.30 0.07
H -0.1831 -0.6178 -2.1669 0.04 0.13 0.25
H -1.0541 1.2786 1.4327 0.03 0.37 -0.26
```
Positions in Å, forces in eV/Å.

For the HOMO energy, the calculation gives -9.89 eV. Its SMILES is C[C@H]1CN1C=O. Its total charge is 0. The calculation puts the gap between HOMO and LUMO at 10.897 eV. The value obtained for the LUMO energy is 0.0369 Eh. Its multiplicity is 1. The energy above the lowest of the compared OMol25 structures with the same formula, charge and spin comes out at 2.270 eV.

Record 2
C8H10Cl2 | ωB97M-V/def2-TZVPD

Geometry as XYZ:
```
20
Properties=species:S:1:pos:R:3:forces:R:3
C -2.2318 1.3355 -2.0310 0.02 0.51 0.13
C -2.2844 -0.1238 -2.4119 -0.12 -0.37 0.70
Cl -3.6277 -0.4299 -3.5397 -0.02 -0.02 -0.01
Cl -0.7427 -0.6383 -3.1392 0.02 -0.02 -0.01
H -3.1817 1.6403 -1.5605 0.35 -0.19 -0.19
H -2.0627 1.9639 -2.9215 -0.07 -0.30 0.34
H -1.4118 1.5124 -1.3148 -0.31 -0.14 -0.28
H -2.4535 -0.7855 -1.5381 0.11 0.44 -0.56
C -1.6452 -1.7338 1.4697 0.16 0.07 0.04
C -1.7128 -2.9312 0.7566 0.15 -0.09 -0.05
C -2.9412 -3.3915 0.2809 -0.01 -0.14 -0.10
C -4.1019 -2.6543 0.5182 -0.16 -0.05 -0.08
C -4.0342 -1.4568 1.2313 -0.15 0.10 0.01
C -2.8059 -0.9966 1.7071 0.01 0.16 0.06
H -0.6786 -1.3716 1.8441 -0.47 -0.18 -0.18
H -0.7995 -3.5114 0.5698 -0.45 0.29 0.09
H -2.9945 -4.3338 -0.2803 0.03 0.46 0.27
H -5.0685 -3.0165 0.1439 0.47 0.18 0.18
H -4.9476 -0.8767 1.4181 0.44 -0.28 -0.09
H -2.7526 -0.0543 2.2682 -0.03 -0.45 -0.26
```
Positions in Å, forces in eV/Å.

For the HOMO energy, the calculation gives -9.63 eV. Its SMILES is CC(Cl)Cl.c1ccccc1. Its total charge is 0. The calculation puts the gap between HOMO and LUMO at 10.458 eV. The value obtained for the LUMO energy is 0.0305 Eh. Its multiplicity is 1. The energy above the lowest of the compared OMol25 structures with the same formula, charge and spin comes out at 0.039 eV.

Record 3
C4H4O2 | ωB97M-V/def2-TZVPD

Geometry as XYZ:
```
10
Properties=species:S:1:pos:R:3:forces:R:3
C 2.2585 -0.1865 -0.4622 -0.38 0.02 0.18
C 1.1908 -0.0158 0.0666 0.26 -0.21 -0.18
C -0.1444 0.2337 0.6591 -0.19 -0.26 -0.31
O -0.7044 1.4452 0.2265 0.17 0.11 -1.98
C -1.2521 -0.6079 0.0232 -0.35 -0.77 -0.83
O -1.6176 -0.2688 -1.0939 -0.08 -1.12 0.48
H 3.2052 -0.3341 -0.9386 -0.22 0.04 0.14
H -0.0831 0.0533 1.7486 -0.30 0.52 -0.41
H -1.0355 1.0219 -0.7897 0.93 2.19 2.73
H -1.8320 -1.3528 0.5596 0.16 -0.51 0.18
```
Positions in Å, forces in eV/Å.

For the HOMO energy, the calculation gives -10.30 eV. Its SMILES is C#C[C@@H](O)C=O. Its total charge is 0. The calculation puts the gap between HOMO and LUMO at 10.334 eV. The value obtained for the LUMO energy is 0.0014 Eh. Its multiplicity is 1. The energy above the lowest of the compared OMol25 structures with the same formula, charge and spin comes out at 3.311 eV.

Record 4
C9H27ClIOP2SZr | ωB97M-V/def2-TZVPD

Geometry as XYZ:
```
43
Properties=species:S:1:pos:R:3:forces:R:3
C 1.2973 1.9991 -4.3722 -0.09 -0.19 -0.52
I 1.2255 2.2036 -2.1441 0.24 0.43 -0.82
H 0.9795 0.9863 -4.6236 0.06 0.18 0.26
H 2.3308 2.1970 -4.6669 -0.09 -0.06 0.49
H 0.6272 2.7573 -4.7842 -0.01 -0.08 0.49
Zr 0.0535 0.1466 -0.5262 -0.17 -1.80 0.63
P 2.4172 -1.2648 -0.4215 1.44 -0.99 0.15
C 3.8603 -0.4067 0.2846 -0.14 0.54 -0.01
C 2.3834 -2.7421 0.6745 -0.67 0.06 -0.04
H 3.3183 -3.3129 0.5734 -0.25 0.27 -0.04
H 4.0131 -2.4605 -1.8260 -0.32 0.18 0.02
H 1.5369 -3.3770 0.3894 0.22 -0.05 0.10
H 2.3232 -2.6307 -2.4165 0.24 0.10 0.03
H 3.6423 -0.1351 1.3270 0.18 -0.01 -0.23
H 2.2593 -2.4424 1.7253 0.14 -0.14 -0.34
C 3.0600 -1.9369 -1.9910 -0.40 0.17 -0.22
H 4.7455 -1.0619 0.2609 -0.36 0.20 -0.02
H 3.2151 -1.1103 -2.6962 0.06 -0.24 0.07
H 4.0616 0.5072 -0.2880 0.15 -0.16 0.20
P -2.5467 0.9948 -0.5112 -2.56 0.25 -0.25
C -3.2158 2.6221 -0.0227 0.66 0.42 0.31
C -3.3805 0.8409 -2.1352 0.64 -0.21 -0.33
H -3.5526 -1.1352 0.1329 -0.06 0.15 0.08
H -4.6896 0.2170 0.4006 0.37 0.05 -0.08
H -3.3438 -0.0609 1.5396 -0.17 -0.04 -0.13
C -3.6414 -0.1021 0.4854 0.58 -0.31 0.25
H -3.3397 -0.1985 -2.4761 -0.07 0.17 -0.06
H -4.4267 1.1600 -2.0378 0.31 -0.10 0.05
H -4.3029 2.6248 -0.1872 0.36 -0.13 0.04
H -2.7632 3.4225 -0.6197 -0.12 -0.10 0.15
H -2.8723 1.4808 -2.8655 -0.22 -0.11 0.00
H -3.0093 2.8100 1.0369 -0.09 0.10 -0.19
Cl -0.8520 -1.9900 -1.0195 0.43 1.24 0.15
C 0.5668 1.0037 3.8994 -0.05 0.34 0.08
S 0.6565 -0.4485 2.8576 -1.02 1.01 -0.63
C -0.9272 -1.2029 3.2622 -0.03 -0.06 0.04
O 0.3100 0.2569 1.4237 0.08 -0.38 0.23
H 0.8882 0.7228 4.9060 0.03 -0.06 -0.06
H -0.4699 1.3586 3.9158 0.26 -0.08 -0.01
H 1.2293 1.7823 3.4968 -0.02 -0.39 0.10
H -0.7229 -1.8639 4.1148 -0.15 0.06 -0.13
H -1.6592 -0.4274 3.5220 0.31 -0.20 -0.02
H -1.2848 -1.7838 2.4023 0.32 -0.02 0.21
```
Positions in Å, forces in eV/Å.

For the HOMO energy, the calculation gives -18.82 eV. Its total charge is +3. The calculation puts the gap between HOMO and LUMO at 7.565 eV. The value obtained for the LUMO energy is -0.4135 Eh. Its multiplicity is 1. The energy above the lowest of the compared OMol25 structures with the same formula, charge and spin comes out at 0.000 eV.